The following is a DFT calculation (ωB97M-V/def2-TZVPD) of 4 unconnected molecules or ions with the total composition C32H37F2N6O8 at a distorted geometry.

```
! wB97M-V def2-TZVPD RIJCOSX def2/J DEFGRID3
* xyz 1 1
C 4.246 -5.780 3.655
C 4.504 -4.186 3.939
N 5.826 -3.794 4.178
C 3.376 -3.004 4.012
N 2.543 -2.815 2.768
C 1.132 -2.301 3.096
C 0.405 -2.106 1.636
C -1.096 -1.546 1.231
C -1.582 -0.277 2.205
F -2.073 0.871 1.354
N 1.505 -2.551 0.668
F 1.219 -2.519 -0.655
C 2.825 -2.980 1.293
C 4.242 -3.471 0.634
C 4.617 -2.736 -0.802
C 5.315 -1.279 -0.371
C 6.873 -1.485 0.168
O 6.954 -0.776 1.460
C 7.643 0.519 1.340
C 8.459 1.058 2.695
O 7.641 1.324 0.271
H 3.234 -6.191 4.073
H 4.402 -6.002 2.493
H 5.144 -6.360 4.188
H 5.820 -2.746 4.362
H 2.621 -3.317 4.882
H 3.782 -1.944 4.319
H 0.657 -2.085 4.146
H -0.967 -1.056 0.150
H -1.916 -2.376 1.148
H -0.698 0.146 2.855
H -2.507 -0.644 2.826
H 5.169 -3.355 1.357
H 4.156 -4.634 0.379
H 5.313 -3.379 -1.493
H 3.661 -2.458 -1.420
H 4.670 -0.779 0.501
H 5.364 -0.515 -1.255
H 7.652 -1.132 -0.632
H 7.095 -2.626 0.383
H 7.981 0.494 3.620
H 9.620 0.872 2.629
H 8.163 2.195 2.806
C -3.012 2.202 -2.004
C -3.502 2.980 -3.054
C -4.813 2.806 -3.502
C -5.630 1.848 -2.884
C -5.138 1.061 -1.835
C -3.825 1.242 -1.398
N -7.017 1.678 -3.333
O -7.409 2.380 -4.277
O -7.718 0.845 -2.741
H -1.991 2.346 -1.655
H -2.863 3.725 -3.522
H -5.180 3.420 -4.321
H -5.760 0.310 -1.350
H -3.435 0.638 -0.582
C 1.727 4.121 5.874
C 2.784 3.217 5.991
C 2.537 1.844 5.955
C 1.223 1.384 5.796
C 0.159 2.289 5.687
C 0.418 3.661 5.727
N 0.960 -0.059 5.732
O 1.925 -0.827 5.851
O -0.211 -0.425 5.557
H 1.925 5.192 5.897
H 3.802 3.584 6.107
H 3.372 1.152 6.047
H -0.867 1.946 5.568
H -0.401 4.372 5.640
C -9.776 1.956 -7.625
C -8.554 2.323 -7.059
C -7.408 2.393 -7.854
C -7.500 2.096 -9.221
C -8.724 1.720 -9.790
C -9.862 1.651 -8.984
N -6.304 2.193 -10.067
O -5.236 2.511 -9.523
O -6.432 1.955 -11.277
H -10.668 1.908 -7.002
H -8.495 2.558 -5.999
H -6.463 2.681 -7.399
H -8.808 1.482 -10.848
H -10.818 1.363 -9.417
*
```

Output
HOMO energy, eV: -10.750
DFT total energy, Ha: -2370.77504
LUMO, eV: -3.77
Frontier orbital gap, eV: 7.0

Löwdin population analysis, charges in e, atoms 1 to 4: C -0.067; C -0.295; N 0.091; C -0.113